No. 1
Entry from the OMol25 dataset: a molecular structure, C43H40Cl3N8O3SSiSn (ωB97M-V with the def2-TZVPD basis set).

XYZ file:
```
100
Properties=species:S:1:pos:R:3:forces:R:3
Sn 0.998 0.954 0.540 -0.3 0.9 0.9
O 0.804 5.102 1.461 0.0 0.2 0.1
C 0.705 4.002 0.951 0.1 -0.1 -0.1
N 0.737 2.801 1.567 0.1 -0.3 -0.3
C 0.765 2.669 2.970 -0.2 -0.3 0.0
C 1.039 3.681 3.873 0.1 0.2 0.2
C 0.952 3.429 5.240 0.1 0.3 -0.1
C 0.584 2.190 5.709 -0.1 -0.3 0.1
C 0.330 1.151 4.817 0.1 0.0 0.3
C 0.456 1.376 3.460 -0.1 0.1 -0.4
N 0.348 0.380 2.471 -0.2 -0.5 -0.3
C -0.064 -0.876 2.666 0.2 0.2 -0.2
O -0.624 -1.361 3.634 -0.1 -0.2 0.4
C 0.305 -1.825 1.530 0.0 0.2 -0.1
C 0.084 -3.180 1.682 0.0 -0.2 0.0
C 0.518 -4.046 0.690 0.0 0.0 0.0
C 1.169 -3.534 -0.426 0.0 0.0 0.0
C 1.346 -2.168 -0.516 0.0 0.0 0.1
N 0.909 -1.339 0.438 0.3 0.2 -0.1
C 0.430 3.944 -0.537 0.1 -0.1 0.0
C 0.308 5.132 -1.230 0.0 0.2 -0.2
C -0.044 5.091 -2.570 0.0 0.1 0.1
C -0.285 3.861 -3.163 0.0 0.0 0.0
C -0.129 2.724 -2.394 -0.1 -0.1 0.0
N 0.243 2.759 -1.115 0.0 -0.2 0.0
H 1.301 4.662 3.516 0.0 0.0 0.0
H 1.168 4.229 5.937 0.0 0.0 0.0
H 0.498 2.017 6.774 0.0 0.0 0.0
H 0.049 0.172 5.176 0.0 0.0 0.0
H -0.401 -3.513 2.590 0.0 0.0 -0.1
H 0.368 -5.114 0.793 0.0 0.0 0.0
H 1.543 -4.174 -1.214 0.0 0.0 0.0
H 1.857 -1.719 -1.358 0.0 0.0 0.1
H 0.479 6.056 -0.697 0.0 0.0 0.0
H -0.148 6.005 -3.141 0.0 0.0 0.0
H -0.588 3.779 -4.197 0.0 0.0 0.0
H -0.319 1.743 -2.820 0.0 0.1 0.1
C 3.383 -0.405 3.849 0.1 -0.1 -0.1
C 3.924 0.488 2.772 -0.3 -0.1 -0.1
C 5.179 1.061 2.873 0.1 0.0 0.1
C 5.634 1.867 1.846 0.1 0.2 -0.1
C 4.867 2.066 0.709 0.3 0.0 0.1
C 3.643 1.419 0.641 -0.4 -0.1 0.5
N 3.171 0.688 1.679 0.3 0.3 -0.6
N 2.744 1.513 -0.423 0.1 -0.8 -0.1
Si 3.373 1.291 -2.067 0.0 0.0 0.0
C 2.119 0.459 -3.191 -0.3 0.1 -0.1
C 3.797 2.944 -2.803 0.0 0.2 -0.1
C 4.832 0.121 -2.009 0.0 0.0 0.0
H 4.136 -1.141 4.138 0.0 0.0 0.0
H 2.502 -0.934 3.500 -0.1 0.0 0.0
H 3.124 0.156 4.742 -0.1 0.2 0.1
H 5.784 0.887 3.752 0.0 0.0 0.0
H 6.597 2.355 1.938 0.0 0.0 0.0
H 5.201 2.713 -0.091 0.0 0.0 0.0
H 1.396 1.159 -3.618 0.2 -0.1 0.0
H 1.560 -0.357 -2.722 0.0 0.1 -0.1
H 2.670 0.022 -4.032 0.0 0.0 0.1
H 2.942 3.620 -2.698 0.0 0.0 0.0
H 4.033 2.863 -3.870 0.0 0.0 0.1
H 4.653 3.419 -2.315 -0.1 0.0 0.0
H 4.584 -0.785 -1.447 0.0 0.0 0.0
H 5.733 0.546 -1.567 0.0 0.0 0.0
H 5.073 -0.175 -3.036 0.0 0.0 0.1
Cl -1.889 -6.120 -5.884 0.0 0.0 0.0
C -2.442 -5.007 -4.684 0.0 0.0 0.0
C -1.783 -4.928 -3.469 0.0 0.0 0.0
C -2.243 -4.033 -2.518 0.0 0.1 0.1
C -3.342 -3.211 -2.753 0.1 -0.1 -0.1
C -3.807 -2.262 -1.679 0.2 0.0 0.0
C -3.733 -0.777 -2.085 0.0 0.1 0.2
N -2.883 -0.030 -1.153 0.1 0.1 -0.1
C -3.284 0.882 -0.206 0.0 -0.1 0.0
C -2.166 1.248 0.478 0.0 0.0 0.0
N -1.098 0.561 -0.047 0.2 -0.1 -0.3
C -1.558 -0.196 -1.032 -0.2 0.1 0.2
O -5.111 -2.564 -1.257 -0.3 0.1 0.0
C -5.165 -3.180 0.019 0.1 -0.2 0.1
C -4.780 -2.256 1.140 0.0 0.0 0.0
C -5.405 -1.076 1.414 0.0 0.0 0.1
Cl -6.695 -0.366 0.532 0.0 0.0 0.0
S -4.768 -0.291 2.799 0.0 0.0 0.0
C -3.620 -1.539 3.030 0.0 0.1 0.1
C -3.738 -2.505 2.084 0.0 -0.1 -0.1
C -3.973 -3.316 -3.989 0.0 0.0 0.0
Cl -5.326 -2.296 -4.351 0.0 0.0 -0.1
C -3.540 -4.207 -4.957 -0.1 0.1 0.0
H -0.932 -5.568 -3.277 0.0 0.0 0.0
H -1.740 -3.975 -1.556 0.0 0.0 0.0
H -3.125 -2.393 -0.832 0.1 0.1 0.0
H -4.732 -0.350 -2.047 0.0 0.0 0.0
H -3.344 -0.636 -3.090 0.1 0.0 -0.1
H -4.320 1.163 -0.101 0.1 0.0 0.0
H -2.051 1.936 1.302 0.0 -0.1 -0.1
H -0.985 -0.875 -1.648 0.0 0.1 0.1
H -4.514 -4.060 0.034 0.0 -0.1 0.0
H -6.190 -3.528 0.131 -0.1 0.0 0.0
H -2.904 -1.500 3.838 -0.1 0.1 -0.1
H -3.113 -3.390 2.063 -0.1 0.0 0.0
H -4.050 -4.273 -5.909 0.0 0.0 0.0
```
Forces are in eV/Å.

The energy comes out at -4608.91042 Ha. As for the multiplicity: 1. The charge is +1. The LUMO energy is -3.046 eV.

Löwdin population analysis, charges in e, atoms 1 to 5:
1 Sn 1.335
2 O 0.075
3 C -0.447
4 N 0.007
5 C -0.201

---

No. 2
Entry from the OMol25 dataset: a molecular structure, C43H40ClN3O2PPdS (ωB97M-V with the def2-TZVPD basis set).

XYZ file:
```
92
Properties=species:S:1:pos:R:3:forces:R:3
Pd 0.355 -0.221 0.049 1.7 0.6 -1.3
C -1.262 -1.721 6.993 0.0 -0.1 -0.1
C -1.192 -1.922 5.501 0.0 0.0 0.1
C -0.027 -2.382 4.898 -0.1 0.0 0.0
C 0.038 -2.566 3.526 0.1 0.0 -0.1
C -1.075 -2.290 2.752 -0.1 0.1 -0.1
C -2.253 -1.842 3.333 0.1 0.1 0.0
C -2.304 -1.658 4.704 0.0 -0.1 0.0
S -1.034 -2.622 1.007 0.6 -1.7 -0.6
O -1.767 -3.877 0.849 -0.6 0.3 0.1
O 0.391 -2.855 0.688 -0.4 0.0 -0.2
N -1.567 -1.436 0.164 0.3 -0.3 0.7
C -2.829 -0.893 0.215 -0.2 -0.2 -0.1
C -4.002 -1.636 0.188 0.3 0.1 0.0
C -5.248 -1.002 0.137 -0.1 0.2 0.0
C -5.352 0.366 0.080 -0.2 -0.1 0.0
C -4.190 1.163 0.106 0.3 -0.1 0.1
C -4.215 2.576 0.057 0.2 0.1 0.0
C -3.036 3.268 0.124 -0.5 0.1 0.0
C -1.834 2.562 0.285 0.3 -0.4 0.1
N -1.765 1.250 0.341 -0.5 0.4 0.1
C -2.915 0.543 0.216 -0.2 0.0 -0.1
H -0.260 -1.643 7.415 0.0 0.0 0.1
H -1.769 -2.564 7.468 0.0 0.0 0.1
H -1.814 -0.813 7.237 0.0 0.0 0.0
H 0.847 -2.583 5.506 0.0 0.0 0.0
H 0.946 -2.901 3.042 0.0 0.0 0.0
H -3.106 -1.612 2.709 -0.1 -0.1 0.1
H -3.225 -1.318 5.164 0.0 0.1 0.0
H -3.924 -2.715 0.230 0.0 0.0 -0.1
H -6.147 -1.608 0.131 0.0 0.0 0.0
H -6.322 0.848 0.023 0.0 0.0 0.0
H -5.166 3.090 -0.031 0.0 0.0 0.0
H -3.026 4.350 0.100 0.0 0.0 0.0
H -0.892 3.095 0.390 0.0 0.0 0.0
Cl 0.372 0.702 2.464 -0.2 0.6 0.9
C 1.922 0.409 3.153 0.4 -0.2 -0.3
C 2.073 0.286 4.524 -0.1 -0.1 0.1
C 3.319 0.011 5.061 0.0 0.0 -0.1
C 4.408 -0.169 4.204 0.0 -0.1 0.1
C 4.254 -0.057 2.838 -0.2 0.0 -0.1
C 3.006 0.244 2.262 -0.1 0.2 0.3
P 2.623 0.359 0.498 -0.9 -0.2 -0.1
C 4.272 0.092 -0.244 0.1 -0.2 -0.2
C 4.797 -1.205 -0.133 0.0 0.1 0.1
C 5.972 -1.563 -0.766 0.1 0.0 -0.1
C 6.635 -0.647 -1.577 0.0 0.0 0.0
C 6.108 0.627 -1.727 0.1 0.0 -0.1
C 4.938 0.994 -1.078 0.0 0.0 0.3
C 2.463 2.189 0.283 0.1 0.0 0.1
C 2.063 2.684 -0.957 0.1 0.0 0.0
C 1.907 4.047 -1.159 0.0 0.0 0.0
C 2.136 4.939 -0.118 0.0 0.0 0.0
C 2.539 4.455 1.116 0.0 0.1 0.1
C 2.698 3.089 1.319 0.0 0.0 -0.1
H 1.207 0.400 5.162 0.0 0.0 0.0
H 3.447 -0.065 6.133 0.0 0.0 0.0
H 5.387 -0.394 4.611 0.0 0.0 0.0
H 5.107 -0.199 2.190 0.1 0.1 0.0
H 4.268 -1.927 0.482 0.0 0.0 0.0
H 6.373 -2.563 -0.642 0.0 0.0 0.0
H 7.540 -0.932 -2.099 0.0 0.0 0.0
H 6.620 1.346 -2.357 0.0 0.0 0.0
H 4.552 1.999 -1.190 0.0 0.0 0.0
H 1.858 1.986 -1.756 0.0 0.0 0.0
H 1.596 4.413 -2.131 0.0 0.0 0.0
H 1.999 6.003 -0.271 0.0 0.0 0.0
H 2.731 5.145 1.929 0.0 0.0 0.0
H 3.003 2.722 2.291 0.0 0.0 0.0
C 1.300 -4.424 -2.379 0.2 -0.4 0.1
N 0.744 -3.079 -2.199 -0.2 0.0 1.5
C -0.619 -3.002 -2.765 -0.4 0.0 -0.1
C 1.703 -2.012 -2.653 0.3 0.7 -0.3
C 0.997 -0.759 -3.084 -0.2 0.3 0.0
C 0.875 -0.542 -4.458 0.0 -0.1 0.0
C 0.138 0.523 -4.944 0.0 -0.1 -0.2
C -0.468 1.374 -4.031 -0.1 0.2 0.1
C -0.315 1.166 -2.667 0.0 -0.1 -0.2
C 0.418 0.097 -2.116 0.0 -0.2 -0.1
H 0.681 -5.140 -1.840 0.0 0.0 0.0
H 2.312 -4.458 -1.979 0.0 0.1 0.0
H 1.318 -4.683 -3.439 0.0 0.1 0.0
H 0.647 -2.931 -1.138 -0.1 0.1 -0.7
H -0.585 -3.076 -3.853 0.1 0.0 0.1
H -1.070 -2.059 -2.477 0.0 0.1 0.0
H -1.207 -3.816 -2.343 0.1 0.0 0.0
H 2.295 -2.428 -3.473 -0.1 -0.1 0.0
H 2.351 -1.791 -1.802 0.0 -0.2 0.1
H 1.352 -1.227 -5.157 0.0 0.0 0.0
H 0.032 0.679 -6.011 0.0 0.0 0.0
H -1.061 2.211 -4.390 0.0 0.0 0.0
H -0.781 1.884 -1.996 0.0 0.0 0.0
```
Forces are in eV/Å.

The value obtained for the relative energy (zero: lowest compared OMol25 entry of this formula, charge and spin) is 38.00 kcal per mole. The energy comes out at -3304.91123 Ha. As for the multiplicity: 1. The charge is -1. The LUMO energy is 2.524 eV.

Löwdin population analysis, charges in e, atoms 1 to 5:
1 Pd 0.258
2 C -0.060
3 C -0.284
4 C -0.053
5 C -0.066

---

| no. | HOMO-LUMO gap (eV) |
| --- | --- |
| 1 | 6.9 |
| 2 | 3.9 |